An isolated molecule of C4H9NO2 in a non-equilibrium geometry. Source: the Open Molecules 2025 dataset; level of theory: wB97M-V/def2-TZVPD.

Positions of all 16 atoms, in Å:
O  -1.45900  0.51434  -1.88940
O  0.21650  -0.54407  -2.92314
N  -0.43378  -1.27594  -0.87669
C  -0.47719  -0.40350  -1.93456
C  0.92096  -0.10904  0.93303
C  -0.41043  -0.74900  0.49196
C  0.60935  1.22786  1.61824
H  1.53319  -0.81385  1.49375
H  1.45954  0.09054  0.00357
H  -0.11913  -2.20824  -1.05368
H  -0.27763  1.16470  2.24820
H  0.33387  1.91543  0.81378
H  1.44280  1.67949  2.15241
H  -1.34546  0.99038  -2.72775
H  -0.80996  -1.50296  1.15801
H  -1.18363  0.02387  0.49226

F_max = 2.1 eV Å⁻¹
Structure (SMILES) = CCCNC(=O)O
E_tot = -9879.4086 eV
Gap between HOMO and LUMO = 10.381 eV

---

A cluster of 4 separate species, C12H31NO7S in total in a non-equilibrium geometry. Source: the Open Molecules 2025 dataset; level of theory: wB97M-V/def2-TZVPD.

Positions of all 52 atoms, in Å:
S  1.53348  2.34997  -2.94689
O  1.73321  3.18257  -4.34710
O  0.83577  -1.99228  -1.21330
O  2.88439  1.92742  -2.49994
O  2.21069  1.11559  -6.25635
O  -1.27250  0.02674  3.60103
O  0.88644  3.14618  -1.87765
O  -0.45015  -3.06221  6.85109
N  -1.70033  2.21398  -5.14686
C  0.76116  2.80500  -5.34454
C  -0.68214  3.24586  -4.94757
C  -3.01964  2.65962  -4.61705
C  0.57269  0.28394  -4.67672
C  0.88720  -1.37842  1.13479
C  0.03139  -1.61493  -0.09334
C  0.59131  -3.29719  7.79629
C  0.57574  0.82387  -3.21918
C  -1.69680  0.10916  5.98589
C  1.79554  -3.93457  7.12914
C  -0.98603  -0.60237  4.85148
C  0.87863  1.33282  -5.78315
H  -0.70584  -2.40238  0.09403
H  -0.50170  -0.70397  -0.36619
H  2.17106  -3.29466  6.32926
H  -1.48791  -0.37447  6.94115
H  0.23198  1.21507  -6.67043
H  -1.31890  -1.63581  4.78426
H  -2.77520  0.10931  5.81932
H  -0.96990  0.93597  3.65720
H  -3.77200  2.57923  -5.41081
H  1.04599  0.07389  -2.56289
H  0.09720  -0.59971  5.01119
H  0.20762  -3.93901  8.59616
H  2.21802  0.29916  -6.74140
H  1.44044  -2.28398  1.40054
H  -3.29374  2.04315  -3.74936
H  -0.44764  0.93966  -2.83772
H  1.62472  -0.59756  0.94123
H  -1.38011  1.15421  6.04507
H  -0.69786  -3.90973  6.47498
H  1.52431  -4.89136  6.67566
H  -2.91605  3.71081  -4.29983
H  -0.95510  4.11501  -5.58613
H  -1.84044  2.02856  -6.12889
H  0.86085  -2.33426  8.22957
H  -0.69530  3.63491  -3.91756
H  0.27309  -1.08023  1.98651
H  1.04081  3.40453  -6.22220
H  2.59814  -4.10557  7.84881
H  1.29907  -2.79930  -0.98113
H  -0.45310  -0.07165  -4.87005
H  1.20882  -0.60051  -4.80916

F_max = 5.6 eV Å⁻¹
Structure (SMILES) = CNC[C@H]1OS(=O)(=O)CC[C@@H]1O.CCO.CCO.CCO
E_tot = -39601.7956 eV
Gap between HOMO and LUMO = 9.921 eV

---

A structure of composition C5H4ClF3NO2S in a non-equilibrium geometry. Source: the Open Molecules 2025 dataset; level of theory: wB97M-V/def2-TZVPD.

Positions of all 17 atoms, in Å:
Cl  -2.59975  1.82306  -1.53540
S  -1.36801  0.68273  0.92169
F  2.73359  0.64136  0.28090
F  1.53361  1.58780  1.80524
F  1.18336  2.07540  -0.31249
O  1.45646  -1.35012  2.53063
O  -0.45644  -2.22365  1.70196
N  -0.78349  -0.03865  -1.70115
C  0.09562  -0.26554  0.64205
C  0.48585  -1.45516  1.83033
C  0.15372  -0.78379  -0.79904
C  1.48718  1.11436  0.58346
C  -1.80123  0.41259  -0.93509
H  1.13292  -0.77202  -1.37784
H  -0.18703  -1.76467  -0.63456
H  -2.70816  -0.41911  -0.81500
H  -0.35818  0.73543  -2.18567

F_max = 6.3 eV Å⁻¹
E_tot = -42345.5375 eV
Net charge = -1
Gap between HOMO and LUMO = 7.495 eV